Entry 1:
Formula: C20H24NO
Source: OMol25
Level of theory: the ωB97M-V functional and the def2-TZVPD basis

ORCA input file:
```
! wB97M-V def2-TZVPD RIJCOSX def2/J DEFGRID3
* xyz 1 1
H 1.87 -1.68 -0.94
C 2.19 1.19 2.34
H 0.46 -2.85 -2.63
C 2.39 0.92 -0.81
H 4.41 2.26 0.45
H 2.64 4.79 -1.78
H -0.78 0.98 -4.21
H 2.97 0.25 -0.16
C 5.01 6.96 -0.62
C 2.82 2.25 -0.98
C 1.40 0.31 -1.65
C 0.57 1.05 -2.54
C -0.21 0.40 -3.49
H 2.16 2.10 2.96
C 3.51 5.15 -1.24
H -0.55 1.93 1.57
H -1.13 1.00 4.38
C 0.86 -0.83 2.57
H 0.23 2.34 3.12
N 0.89 0.58 2.25
H 6.63 6.43 0.72
H -0.87 -1.51 -4.28
H -2.30 1.38 3.04
C 5.39 4.73 0.26
C 4.23 4.24 -0.40
H -0.16 -1.13 4.41
H 1.75 -1.04 3.18
H 2.92 0.47 2.74
H 5.97 4.04 0.86
C -0.39 -1.26 3.33
C -1.35 0.89 3.29
H 0.95 -1.41 1.63
C 0.49 -1.76 -2.61
C -0.25 -1.01 -3.54
C 1.29 -1.11 -1.67
C 3.83 2.87 -0.25
H 3.31 7.17 -1.95
C -0.19 1.51 2.53
H 2.39 2.80 -1.82
H -0.66 -2.30 3.11
O -1.52 -0.48 2.95
H 5.28 8.02 -0.66
C 5.77 6.07 0.16
H 0.58 2.14 -2.48
C 3.90 6.49 -1.33
H 2.53 1.50 1.35
*
```

Output
E_HOMO   -10.454 eV
Energy relative to the best compared isomer or geometry (same formula, charge and spin)   178.34 kJ/mol
Orbital gap   0.1726 hartree
Lowest unoccupied orbital energy   -5.8 eV


Entry 2:
Formula: C4H7NO
Source: OMol25
Level of theory: the ωB97M-V functional and the def2-TZVPD basis

ORCA input file:
```
! wB97M-V def2-TZVPD RIJCOSX def2/J DEFGRID3
* xyz 0 1
C -2.11 0.09 -1.05
H 1.00 1.35 1.51
C 0.16 -1.37 -0.03
H -0.70 0.80 1.57
C 0.71 0.79 -0.90
H 0.61 -0.26 2.16
N 0.47 -0.08 0.08
H -0.04 -1.93 0.87
O -2.31 -0.30 -2.10
H 0.19 -1.84 -1.00
C 0.33 0.50 1.43
H 0.78 0.43 -1.91
H 0.90 1.82 -0.64
*
```

Output
E_HOMO   -6.924 eV
Energy relative to the best compared isomer or geometry (same formula, charge and spin)   318.08 kJ/mol
Orbital gap   0.2948 hartree
Lowest unoccupied orbital energy   1.1 eV


Entry 3:
Formula: C31H46Cl2F12N2O11PS2
Source: OMol25
Level of theory: the ωB97M-V functional and the def2-TZVPD basis

ORCA input file:
```
! wB97M-V def2-TZVPD RIJCOSX def2/J DEFGRID3
* xyz -1 1
O -0.55 1.04 -0.91
H -4.63 -1.09 1.25
N -3.91 2.22 1.42
H 1.47 -5.51 -5.36
P -1.05 -2.05 1.29
H 1.87 2.11 1.27
H 0.96 -0.19 -4.04
H -11.47 6.74 -0.99
H -7.38 3.16 1.69
S -2.50 3.43 3.65
C -6.36 2.86 2.25
H 3.29 -0.02 -4.86
O 9.83 1.88 2.11
C 0.63 -6.33 -3.54
H 8.70 -0.05 3.56
F 2.65 -6.04 0.79
C -3.60 2.07 2.88
C 1.49 -1.08 -4.37
C 0.84 -0.04 1.24
O 11.57 0.62 1.29
O 0.02 -3.40 1.04
F -8.92 2.99 0.38
F -7.81 4.27 -0.99
H 2.81 -0.65 2.44
H 2.21 -0.20 -6.23
C -0.40 -0.63 4.72
C 0.26 -1.12 3.45
C -0.67 2.88 3.51
F 0.89 -7.32 0.58
O 3.36 -1.87 -5.72
C -5.00 -0.10 0.68
C 1.07 1.49 1.88
H 9.13 0.62 0.59
H -6.22 3.61 3.14
H 0.64 -3.52 1.84
S -4.08 0.82 3.93
C 1.97 -6.82 -0.09
C -10.20 4.47 -1.02
F 3.06 -4.87 -7.66
C -0.31 2.37 2.00
C 3.69 -3.88 -6.95
H -5.23 -0.45 -0.42
H -1.54 -0.86 4.94
H 5.68 0.28 0.07
H 0.77 -1.76 -4.83
O 0.76 -0.94 -1.26
C 8.91 0.88 1.63
O 1.60 -4.85 -1.50
H 1.14 -1.90 3.63
H -4.91 4.11 0.96
H -12.97 4.76 -0.45
H 3.16 0.95 -0.05
H 0.18 -0.03 5.56
C -11.44 6.24 -0.02
H 0.05 -7.09 -4.07
O 1.65 -2.53 -7.09
C 8.91 -0.34 2.53
H -5.60 2.58 0.08
C -3.74 0.95 0.63
H 7.91 1.34 1.64
C 11.15 1.63 1.87
H 9.89 -0.83 2.53
H -0.36 2.14 4.37
H -1.18 1.74 1.55
H -0.04 -5.50 -3.33
Cl -2.58 -2.66 2.70
H 1.91 -1.59 -3.50
H -13.58 6.25 0.31
H 2.48 -6.76 -4.58
F 11.72 3.12 3.68
F -8.93 2.56 -1.75
C -8.97 3.57 -0.85
H -11.26 7.01 0.74
F 4.75 -3.50 -7.71
N -0.24 -0.68 2.09
F 13.35 2.46 2.40
H 3.42 -0.84 -0.64
H 8.16 -1.07 2.20
H -0.16 3.32 1.30
C 1.81 -5.91 -4.40
C 1.55 -6.07 -1.36
C 3.44 -0.12 0.31
H -0.06 3.88 3.72
C 2.77 -2.71 -6.61
F 11.90 3.90 1.65
F 4.21 -4.48 -5.85
O -10.33 5.32 0.05
Cl 5.25 0.82 2.44
H 2.41 -5.14 -3.90
F 2.77 -7.89 -0.36
H -3.59 1.27 -0.51
O 1.08 -6.94 -2.31
H 1.56 1.30 2.95
C 12.02 2.76 2.40
H 5.37 -1.32 1.00
C -12.75 5.53 0.29
C -5.18 2.97 1.12
C 4.98 -0.20 0.90
H -5.95 0.29 1.24
C 0.37 0.00 -0.35
H -2.76 0.35 0.92
C 2.60 -0.71 -5.34
H -6.54 1.80 2.70
H 2.19 -1.95 1.19
H -12.69 5.03 1.26
C 2.32 -0.78 1.36
O -10.96 4.46 -1.98
*
```

Output
E_HOMO   -4.995 eV
Orbital gap   0.2437 hartree
Lowest unoccupied orbital energy   1.6 eV


Entry 4:
Formula: C2H3AgO2P
Source: OMol25
Level of theory: the ωB97M-V functional and the def2-TZVPD basis

ORCA input file:
```
! wB97M-V def2-TZVPD RIJCOSX def2/J DEFGRID3
* xyz 1 1
C -0.15 0.52 0.15
Ag -3.58 0.13 1.14
H 2.35 -0.25 0.97
H -0.11 -0.14 -2.08
H 0.60 1.35 0.12
O 0.96 -1.26 -0.74
C 0.21 -0.27 -1.04
P 1.07 -0.87 1.00
O -1.36 0.79 0.49
*
```

Output
E_HOMO   -12.661 eV
Energy relative to the best compared isomer or geometry (same formula, charge and spin)   107.36 kJ/mol
Orbital gap   0.2583 hartree
Lowest unoccupied orbital energy   -5.6 eV


Entry 5:
Formula: C15H18O
Source: OMol25
Level of theory: the ωB97M-V functional and the def2-TZVPD basis

ORCA input file:
```
! wB97M-V def2-TZVPD RIJCOSX def2/J DEFGRID3
* xyz 0 1
C 2.04 -3.10 0.60
H 2.75 -0.45 -1.43
C -1.74 0.74 -2.08
C 1.24 -1.77 0.14
C -3.91 0.36 -0.96
C -1.88 -0.01 0.31
H -5.77 1.04 -1.53
C 2.91 0.08 -0.50
H 0.25 -1.86 0.58
C -5.42 0.43 -0.82
H -3.81 1.02 -3.02
C 2.17 0.10 1.71
C 3.70 1.73 0.99
H -1.46 -0.16 1.32
C -3.27 0.02 0.26
H 1.34 -3.37 1.40
C -1.17 0.45 -0.85
H 4.38 1.69 -1.08
H -1.11 0.60 -2.95
C -3.15 0.75 -2.08
H -0.08 0.57 -0.66
H 2.59 1.62 3.01
O 4.11 3.01 0.92
H 3.00 -2.97 1.15
H 0.98 -1.73 -0.91
C 2.91 1.24 2.04
H 1.66 -0.43 2.50
H 2.17 -3.74 -0.22
H -3.93 -0.08 1.11
H -5.92 -0.61 -0.95
C 3.80 1.11 -0.35
H 4.20 3.61 1.64
H -5.74 0.64 0.20
C 2.14 -0.55 0.49
*
```

Output
E_HOMO   -8.112 eV
Energy relative to the best compared isomer or geometry (same formula, charge and spin)   296.77 kJ/mol
Orbital gap   0.3279 hartree
Lowest unoccupied orbital energy   0.8 eV
SMILES   CCc1ccc(O)cc1.Cc1ccccc1


Entry 6:
Formula: H4OSSi
Source: OMol25
Level of theory: the ωB97M-V functional and the def2-TZVPD basis

ORCA input file:
```
! wB97M-V def2-TZVPD RIJCOSX def2/J DEFGRID3
* xyz 0 1
H -0.75 1.03 0.96
O -1.00 -1.25 -0.13
H -0.94 -1.89 0.56
Si -0.32 0.23 -0.14
S 1.72 -0.38 -0.17
H -0.76 0.73 -1.51
H 2.06 1.52 0.43
*
```

Output
E_HOMO   -9.764 eV
Energy relative to the best compared isomer or geometry (same formula, charge and spin)   218.88 kJ/mol
Orbital gap   0.3120 hartree
Lowest unoccupied orbital energy   -1.3 eV